{
  "formula": "C10H23ClGaNO4",
  "method": "ωB97M-V with the def2-TZVPD basis set",
  "symbols": ["C", "C", "N", "Ga", "C", "O", "O", "C", "Cl", "C", "C", "H", "H", "H", "H", "H", "H", "H", "H", "H", "H", "H", "H", "H", "C", "O", "C", "C", "O", "C", "H", "H", "H", "H", "H", "H", "H", "H", "H", "H"],
  "positions_angstrom": [[-1.689, 2.936, -1.236], [-2.463, 1.623, -0.662], [-1.468, 0.539, -0.342], [-2.382, -1.182, -0.198], [-2.578, -1.808, 1.789], [-3.553, -2.550, 2.178], [-1.629, -1.452, 2.756], [-1.542, -2.685, -1.340], [-0.744, -3.979, -0.255], [-0.428, -2.164, -2.386], [-1.244, -1.779, -3.731], [-1.589, 2.899, -2.367], [-0.644, 2.991, -0.791], [-2.337, 3.827, -0.906], [-3.236, 1.298, -1.424], [-2.959, 1.983, 0.313], [-1.201, 0.765, 0.634], [-3.878, -0.934, -0.798], [-2.386, -3.147, -1.967], [0.240, -3.047, -2.688], [0.183, -1.298, -1.988], [-0.533, -1.393, -4.542], [-2.014, -0.999, -3.424], [-1.828, -2.697, -4.093], [0.847, 1.246, 2.505], [1.276, 1.051, 1.164], [2.398, 1.854, 0.830], [3.675, 1.024, 0.804], [4.042, 0.599, 2.115], [3.735, -0.770, 2.341], [0.090, 0.489, 2.733], [1.674, 1.137, 3.214], [0.395, 2.239, 2.613], [2.495, 2.702, 1.517], [2.217, 2.251, -0.175], [4.495, 1.649, 0.433], [3.570, 0.169, 0.129], [4.401, -1.406, 1.748], [2.694, -0.995, 2.095], [3.897, -0.985, 3.399]],
  "e_homo_ev": 0.437,
  "spin_multiplicity": 1,
  "orbital_gap_ev": 4.37,
  "de_lowest_ev": 1.743,
  "energy_ev": -85317.885,
  "charge": -2
}

{
  "formula": "C21H27N6O7Re",
  "method": "ωB97M-V with the def2-TZVPD basis set",
  "symbols": ["Re", "O", "C", "C", "C", "C", "C", "C", "C", "O", "N", "N", "C", "C", "C", "C", "C", "C", "C", "O", "H", "H", "H", "H", "H", "H", "H", "H", "H", "H", "N", "C", "C", "C", "C", "N", "C", "N", "N", "C", "O", "O", "H", "H", "H", "H", "H", "H", "H", "H", "H", "H", "H", "H", "H", "H", "C", "O", "H", "H", "H", "O"],
  "positions_angstrom": [[0.439, -0.301, -0.196], [1.476, 0.936, 5.027], [0.542, 1.844, 4.708], [0.070, 2.689, 5.714], [-0.881, 3.654, 5.436], [-1.385, 3.796, 4.147], [-0.927, 2.954, 3.147], [0.030, 1.976, 3.401], [0.492, 1.097, 2.303], [-0.041, 1.232, 1.137], [1.466, 0.269, 2.522], [1.834, -0.419, 1.359], [3.178, -0.339, 1.146], [3.809, -0.879, -0.017], [5.094, -1.447, 0.066], [5.756, -1.944, -1.046], [5.139, -1.891, -2.290], [3.872, -1.320, -2.403], [3.205, -0.812, -1.295], [2.024, -0.196, -1.481], [1.717, 0.459, 4.176], [0.475, 2.568, 6.711], [-1.231, 4.302, 6.230], [-2.129, 4.551, 3.927], [-1.310, 3.030, 2.137], [3.793, 0.108, 1.918], [5.561, -1.504, 1.043], [6.740, -2.385, -0.938], [5.631, -2.287, -3.170], [3.382, -1.249, -3.367], [-0.040, 1.176, -1.735], [-0.198, 0.492, -3.037], [-1.362, 1.084, -3.832], [-2.751, 1.028, -3.167], [-3.533, -0.298, -3.232], [-3.082, -1.448, -2.465], [-3.163, -1.612, -1.148], [-4.013, -0.875, -0.427], [-2.474, -2.604, -0.575], [-0.348, -1.043, -2.942], [-0.719, -1.618, -3.973], [-0.111, -1.630, -1.834], [-0.925, 1.442, -1.316], [0.574, 1.977, -1.819], [0.751, 0.644, -3.549], [-1.413, 0.587, -4.802], [-1.131, 2.137, -4.022], [-3.383, 1.738, -3.712], [-2.712, 1.384, -2.134], [-3.545, -0.633, -4.270], [-4.576, -0.098, -2.966], [-2.397, -2.028, -2.937], [-4.557, -0.157, -0.860], [-3.925, -0.874, 0.571], [-1.538, -2.703, -0.964], [-2.425, -2.556, 0.432], [-0.683, -2.388, 2.210], [-0.241, -1.759, 1.095], [-0.059, -2.211, 3.104], [-0.734, -3.485, 2.084], [-1.710, -2.064, 2.508], [-1.400, -0.098, -0.341]],
  "e_homo_ev": [-1.778, -4.465],
  "spin_multiplicity": 4,
  "orbital_gap_ev": [4.19, 6.88],
  "de_lowest_ev": 3.461,
  "energy_ev": -47619.425,
  "charge": -1
}